{"formula": "C40H54F5N3O4", "method": "wB97M-V/def2-TZVPD", "symbols": ["C", "C", "O", "C", "C", "O", "C", "C", "O", "C", "C", "N", "C", "C", "C", "C", "N", "C", "C", "C", "C", "O", "N", "F", "H", "H", "H", "H", "H", "H", "H", "H", "H", "H", "H", "H", "H", "H", "H", "H", "H", "H", "H", "H", "H", "H", "H", "H", "H", "H", "H", "H", "H", "H", "H", "H", "H", "H", "F", "C", "C", "C", "C", "C", "C", "H", "H", "H", "H", "H", "F", "C", "C", "C", "C", "C", "C", "H", "H", "H", "H", "H", "F", "C", "C", "C", "C", "C", "C", "H", "H", "H", "H", "H", "F", "C", "C", "C", "C", "C", "C", "H", "H", "H", "H", "H"], "xyz": [[-4.830, -0.433, -3.895], [-5.143, 0.766, -3.009], [-4.096, 1.716, -3.096], [-3.458, 2.042, -1.881], [-1.981, 2.174, -2.193], [-1.317, 2.747, -1.082], [0.045, 3.010, -1.366], [0.817, 2.822, -0.061], [1.889, 3.713, -0.059], [2.459, 3.858, 1.219], [1.583, 4.626, 2.209], [1.524, 3.906, 3.499], [0.451, 4.432, 4.349], [1.242, 1.322, 0.073], [0.948, 0.832, 1.520], [-0.472, 0.286, 1.551], [-0.979, -0.152, 2.857], [-2.135, 0.611, 3.341], [-1.993, 2.135, 3.492], [0.040, -0.394, 3.829], [0.522, 0.699, 4.769], [0.543, -1.516, 3.902], [2.616, 1.130, -0.338], [2.677, 0.042, -1.234], [-4.203, -1.158, -3.385], [-5.734, -0.904, -4.265], [-4.281, -0.070, -4.762], [-5.302, 0.439, -1.983], [-6.078, 1.210, -3.353], [-3.821, 2.998, -1.499], [-3.570, 1.250, -1.142], [-1.593, 1.170, -2.389], [-1.829, 2.783, -3.086], [0.181, 4.020, -1.751], [0.420, 2.291, -2.096], [0.106, 3.017, 0.747], [2.755, 2.905, 1.659], [3.379, 4.423, 1.079], [1.980, 5.631, 2.362], [0.568, 4.716, 1.830], [2.390, 4.114, 3.982], [-0.480, 3.906, 4.138], [0.264, 5.498, 4.187], [0.688, 4.299, 5.400], [0.594, 0.745, -0.581], [1.055, 1.693, 2.180], [1.701, 0.096, 1.801], [-0.491, -0.577, 0.880], [-1.132, 1.023, 1.095], [-2.464, 0.169, 4.278], [-2.930, 0.423, 2.621], [-1.620, 2.378, 4.484], [-2.981, 2.586, 3.435], [-1.345, 2.580, 2.743], [0.061, 0.620, 5.748], [0.381, 1.685, 4.341], [1.594, 0.556, 4.875], [3.206, 0.879, 0.445], [-2.450, -1.118, -1.133], [-1.754, -2.152, -1.657], [-1.139, -1.991, -2.881], [-0.419, -3.053, -3.409], [-0.330, -4.252, -2.715], [-0.959, -4.389, -1.485], [-1.676, -3.331, -0.944], [-1.225, -1.050, -3.408], [0.074, -2.942, -4.365], [0.231, -5.077, -3.131], [-0.892, -5.321, -0.942], [-2.166, -3.413, 0.017], [-5.586, -3.372, -4.366], [-5.994, -3.714, -5.603], [-5.179, -4.516, -6.377], [-5.604, -4.864, -7.650], [-6.823, -4.406, -8.132], [-7.622, -3.598, -7.336], [-7.211, -3.248, -6.058], [-4.231, -4.856, -5.983], [-4.980, -5.496, -8.268], [-7.148, -4.679, -9.127], [-8.571, -3.237, -7.710], [-7.822, -2.625, -5.419], [5.235, 3.773, 3.596], [6.044, 3.267, 2.637], [7.218, 3.924, 2.335], [8.040, 3.397, 1.349], [7.676, 2.236, 0.679], [6.487, 1.595, 0.998], [5.666, 2.110, 1.989], [7.480, 4.831, 2.863], [8.967, 3.896, 1.102], [8.318, 1.833, -0.093], [6.198, 0.695, 0.473], [4.738, 1.623, 2.262], [4.305, -6.177, 0.910], [4.027, -5.345, 1.937], [4.668, -5.537, 3.143], [4.380, -4.679, 4.194], [3.458, -3.654, 4.029], [2.824, -3.482, 2.807], [3.110, -4.331, 1.747], [5.378, -6.346, 3.252], [4.877, -4.813, 5.146], [3.230, -2.989, 4.851], [2.101, -2.690, 2.683], [2.631, -4.212, 0.784]], "total_energy_ha": -2520.97363, "smiles": "CCOCCOC[C@H](OCCNC)[C@H](CCN(CC)C(C)=O)NF.Fc1ccccc1.Fc1ccccc1.Fc1ccccc1.Fc1ccccc1", "e_homo_ev": -8.821, "homo_lumo_gap_ev": 9.50}